[1]
ORCA calculation (ωB97M-V with the def2-TZVPD basis set) on C4H8F2N2 as an isolated structure in a non-equilibrium geometry.

The geometry in XYZ format:
```
16
Properties=species:S:1:pos:R:3:forces:R:3:mulliken_charge:R:1
C 0.937 -0.557 -1.713 0.243 -1.421 5.885 -0.20
C -1.245 1.106 1.322 -3.386 -0.545 -1.188 -1.29
C 0.702 0.087 0.164 -0.806 -0.576 -5.030 -0.45
C -0.741 0.659 -0.049 1.110 -0.229 2.822 1.09
N 1.093 -1.796 -1.827 -0.209 0.753 -0.488 -0.53
N 0.764 -0.899 1.126 0.395 2.814 0.346 -0.46
F -1.529 -0.293 -0.560 -0.678 -1.085 -0.538 -0.33
F -0.803 1.689 -0.911 0.575 0.544 -0.787 -0.34
H 0.788 0.241 -2.334 -0.322 1.678 -2.248 0.45
H -2.317 0.678 1.543 2.220 0.437 -0.274 0.26
H -1.420 2.154 1.248 0.154 0.937 0.223 0.36
H -0.526 0.849 2.037 0.552 -0.281 1.318 0.38
H 1.404 0.864 0.308 0.641 0.858 0.081 0.48
H 1.058 -2.090 -2.810 0.157 -0.040 0.089 0.25
H 1.625 -1.065 1.561 1.053 -0.513 0.285 0.18
H 0.210 -1.626 0.896 -1.698 -3.331 -0.495 0.15
```
Positions in Å, forces in eV/Å.

Values from the calculation:
E   -12690.7176 eV
Energy above the lowest of the compared OMol25 structures with the same formula, charge and spin   1.606 eV
Kohn-Sham gap   0.343 Eh

---

[2]
ORCA calculation (ωB97M-V with the def2-TZVPD basis set) on a 4-piece molecular cluster, C4H16NO3 overall in a non-equilibrium geometry.

The geometry in XYZ format:
```
24
Properties=species:S:1:pos:R:3:forces:R:3:mulliken_charge:R:1
C 0.628 -0.978 -1.119 -1.993 -1.953 0.213 -1.12
C -0.824 -1.381 -0.763 -1.213 3.609 1.407 -0.16
C -1.889 -0.149 -0.929 -1.158 -1.245 -0.715 -0.79
C -0.910 1.873 -1.855 -0.941 -1.324 -0.228 -0.12
N -1.297 1.156 -0.864 2.181 0.681 0.940 0.06
H 0.802 -0.005 -1.506 0.016 0.674 -0.598 0.46
H 0.778 -1.776 -1.799 1.489 -0.181 -1.175 0.33
H 1.238 -1.142 -0.275 0.834 -0.081 0.891 0.17
H -0.956 -1.598 0.303 0.482 -0.265 -0.263 0.11
H -1.255 -2.200 -1.281 -0.031 -0.685 -0.792 0.46
H -2.547 -0.258 -0.049 0.026 0.350 -0.610 0.34
H -2.528 -0.096 -1.851 0.659 -0.780 0.713 0.39
H -1.153 1.443 -2.832 -0.095 0.514 0.104 0.30
H -0.380 2.816 -1.797 0.057 -0.214 0.546 0.27
H -0.841 1.336 0.066 -0.525 0.962 -0.627 0.33
H 2.863 -0.245 1.922 0.165 -0.810 0.085 0.31
H 3.221 1.222 1.876 -0.404 -0.187 -0.089 0.29
O 2.475 0.606 1.756 0.589 0.639 0.178 -0.63
H -0.159 -2.996 3.047 0.526 -0.192 1.342 0.30
H 0.112 -1.450 2.590 0.498 0.164 1.165 0.30
O -0.238 -2.309 2.414 -0.991 0.108 -2.441 -0.61
H 1.188 1.279 0.954 -0.956 1.593 -0.588 0.44
H 1.042 2.741 1.286 -0.205 0.660 0.267 0.29
O 0.629 2.108 0.703 0.990 -2.038 0.274 -0.72
```
Positions in Å, forces in eV/Å.

Values from the calculation:
Charge   +1
E   -12032.4637 eV
Energy above the lowest of the compared OMol25 structures with the same formula, charge and spin   2.169 eV
Kohn-Sham gap   0.382 Eh

---

[3]
ORCA calculation (ωB97M-V with the def2-TZVPD basis set) on a 2-piece molecular cluster, C5H8O overall.

The geometry in XYZ format:
```
14
Properties=species:S:1:pos:R:3:forces:R:3:mulliken_charge:R:1
C -0.494 -0.650 1.714 0.005 0.031 0.022 -1.10
C 0.511 -0.947 0.636 -0.223 -0.083 -0.013 0.27
C -0.864 0.970 -1.364 0.113 0.079 -0.129 -0.53
C 0.346 1.143 -1.882 -0.201 0.014 0.003 -0.52
C 1.732 -0.111 0.448 0.004 -0.442 0.322 -0.31
O 1.879 -1.222 1.093 0.135 0.244 -0.064 -0.19
H -0.468 -1.426 2.486 -0.025 0.092 -0.072 0.34
H -0.303 0.318 2.189 0.014 -0.149 -0.051 0.31
H -1.503 -0.629 1.290 0.187 -0.002 0.026 0.30
H 0.214 -1.612 -0.171 0.089 0.129 0.109 0.38
H -1.541 0.196 -1.724 0.099 0.123 -0.002 0.27
H -1.222 1.583 -0.540 0.049 -0.058 -0.154 0.24
H 0.724 0.510 -2.682 -0.107 0.107 0.074 0.27
H 1.031 1.893 -1.499 -0.141 -0.085 -0.071 0.27
```
Positions in Å, forces in eV/Å.

Values from the calculation:
E   -7357.7130 eV
Energy above the lowest of the compared OMol25 structures with the same formula, charge and spin   4.542 eV
Kohn-Sham gap   0.373 Eh

---

[4]
ORCA calculation (ωB97M-V with the def2-TZVPD basis set) on a 2-piece molecular cluster, C3H7N2 overall in a non-equilibrium geometry.

The geometry in XYZ format:
```
12
Properties=species:S:1:pos:R:3:forces:R:3:mulliken_charge:R:1
C -0.312 1.103 2.129 0.377 -2.058 -2.973 0.20
C -0.220 0.357 1.141 -0.870 3.196 5.766 -0.66
C -0.406 -0.686 0.283 -0.614 -0.361 -4.579 0.28
N 1.283 0.146 -0.971 -1.530 -2.469 0.505 -0.65
N -1.377 -0.611 -0.622 -0.438 -3.064 -0.582 -0.30
H -0.377 1.777 2.967 0.091 -0.126 -0.242 0.43
H 0.306 -1.483 0.135 -0.415 -0.438 0.829 0.38
H 1.241 0.564 -1.817 -0.342 2.047 -3.173 0.22
H 1.942 -0.551 -1.038 1.890 -2.152 -0.397 0.27
H -1.566 -1.373 -1.379 0.785 1.737 2.150 0.30
H 1.594 0.695 -0.275 1.338 2.981 2.544 0.27
H -2.109 0.061 -0.554 -0.272 0.708 0.152 0.26
```
Positions in Å, forces in eV/Å.

Values from the calculation:
Charge   +1
E   -6194.6726 eV
Energy above the lowest of the compared OMol25 structures with the same formula, charge and spin   2.839 eV
Kohn-Sham gap   0.354 Eh

---

- What is the E in the first record?
  -12690.7176 eV

---

- energy above the lowest of the compared OMol25 structures with the same formula, charge and spin of number 2 (C4H16NO3)?
  2.169 eV

---

Copy entry 3 word for word.
ORCA calculation (ωB97M-V with the def2-TZVPD basis set) on a 2-piece molecular cluster, C5H8O overall.

The geometry in XYZ format:
```
14
Properties=species:S:1:pos:R:3:forces:R:3:mulliken_charge:R:1
C -0.494 -0.650 1.714 0.005 0.031 0.022 -1.10
C 0.511 -0.947 0.636 -0.223 -0.083 -0.013 0.27
C -0.864 0.970 -1.364 0.113 0.079 -0.129 -0.53
C 0.346 1.143 -1.882 -0.201 0.014 0.003 -0.52
C 1.732 -0.111 0.448 0.004 -0.442 0.322 -0.31
O 1.879 -1.222 1.093 0.135 0.244 -0.064 -0.19
H -0.468 -1.426 2.486 -0.025 0.092 -0.072 0.34
H -0.303 0.318 2.189 0.014 -0.149 -0.051 0.31
H -1.503 -0.629 1.290 0.187 -0.002 0.026 0.30
H 0.214 -1.612 -0.171 0.089 0.129 0.109 0.38
H -1.541 0.196 -1.724 0.099 0.123 -0.002 0.27
H -1.222 1.583 -0.540 0.049 -0.058 -0.154 0.24
H 0.724 0.510 -2.682 -0.107 0.107 0.074 0.27
H 1.031 1.893 -1.499 -0.141 -0.085 -0.071 0.27
```
Positions in Å, forces in eV/Å.

Values from the calculation:
E   -7357.7130 eV
Energy above the lowest of the compared OMol25 structures with the same formula, charge and spin   4.542 eV
Kohn-Sham gap   0.373 Eh

---

- Among the records above, which one has the lowest E?
  C4H8F2N2